Below is 12 unconnected molecules or ions with the total composition C81H179N7O22, with properties calculated with wB97M-V/def2-TZVPD.

```
289
Properties=species:S:1:pos:R:3:forces:R:3
C -20.9919 1.6866 24.0011 0.252 -0.107 0.491
C -20.7195 1.9703 22.5160 -1.789 1.322 -0.185
C -19.4009 2.7243 22.2782 -0.908 0.022 1.697
C -18.1819 1.8808 22.4374 -0.471 -2.221 -0.086
C -18.3103 0.6914 21.4511 -0.472 0.453 -0.375
C -19.6302 -0.0892 21.6796 1.008 0.324 -0.641
N -20.7538 0.8641 21.6050 0.150 -2.221 0.698
O -21.8767 -0.0033 21.9903 -0.872 1.022 -1.504
C -19.8429 -1.0342 20.5020 2.205 -0.418 1.176
C -19.4956 -0.8611 22.9549 0.216 -0.344 0.587
C -21.8956 2.8974 21.9936 0.251 0.750 1.109
H -20.1428 1.2714 24.5641 -0.030 0.330 -0.274
H -21.7814 0.9480 24.1087 -0.204 0.057 -0.118
H -21.3230 2.6034 24.5190 0.211 -0.262 -0.284
H -19.4458 3.0970 21.2729 0.117 0.689 -0.423
H -19.3835 3.4970 23.0709 -0.058 0.203 -0.804
H -18.0563 1.4445 23.4550 -0.234 0.508 -0.461
H -17.3278 2.4755 22.2633 1.166 0.535 -0.360
H -17.4466 0.0267 21.4853 -0.108 -0.188 0.208
H -18.3988 0.9990 20.4024 0.353 0.559 0.100
H -20.5416 -1.8080 20.6982 -0.833 -0.564 0.222
H -20.1038 -0.4789 19.6406 -0.156 0.447 -1.031
H -18.8497 -1.5188 20.4133 -0.523 0.004 -0.598
H -20.4302 -1.2113 23.2678 -1.776 -0.189 0.591
H -18.9938 -1.8153 22.8495 0.828 0.118 -0.384
H -19.0796 -0.3006 23.7861 0.280 -0.065 -0.037
H -22.8911 2.8124 22.4507 0.372 -0.689 0.339
H -22.1042 2.8338 20.9238 0.679 0.097 -0.012
H -21.5839 3.9016 22.3153 -0.202 0.109 -0.599
H -22.4659 0.0932 21.2053 0.540 -0.185 0.927
C -18.6663 -7.7743 32.6817 -1.798 0.104 -1.741
C -19.8503 -8.5479 32.0628 0.946 -1.027 -0.531
C -21.1419 -7.8224 32.2611 -1.169 0.493 -0.943
C -22.3765 -8.3772 31.4984 0.135 0.728 -0.891
C -22.0471 -8.3655 29.9755 1.149 0.149 1.935
C -20.7277 -9.1239 29.7344 0.222 -0.246 -1.926
N -19.6631 -8.5882 30.6038 0.733 -0.350 -0.444
O -18.4573 -9.3754 30.3543 -0.163 1.141 -0.976
C -20.9171 -10.6375 29.8347 -1.402 0.461 3.327
C -20.3784 -8.8597 28.2198 1.376 -0.444 1.895
C -19.7597 -9.9340 32.7948 -2.353 0.908 -0.904
H -18.6524 -6.8379 32.1812 0.236 1.139 -0.195
H -17.7436 -8.2626 32.5005 0.838 -0.735 0.134
H -18.9103 -7.6387 33.6988 0.199 0.290 1.318
H -21.2397 -7.8515 33.3070 -0.833 0.296 1.576
H -21.0772 -6.7775 31.9289 0.419 -0.023 0.209
H -23.2892 -7.7534 31.6075 0.634 -0.181 0.435
H -22.6383 -9.3711 31.8133 -0.093 -0.556 0.213
H -21.9372 -7.3264 29.6653 0.230 0.201 0.001
H -22.8404 -8.7558 29.3810 -0.590 -0.648 -0.431
H -21.7810 -10.9643 29.2856 -0.289 -0.142 -0.564
H -20.0707 -11.2501 29.6417 0.832 -0.202 -0.432
H -21.1974 -10.8130 30.9323 0.319 -0.216 -1.469
H -19.5133 -9.4698 27.9060 -0.149 0.388 0.231
H -21.2006 -9.3247 27.7131 -0.638 0.650 -0.870
H -20.1333 -7.7894 28.1255 -0.573 -0.320 -0.616
H -19.2134 -9.7131 33.6817 0.215 -0.593 0.845
H -19.2359 -10.5457 32.1105 0.809 -1.015 -0.214
H -20.7694 -10.3902 32.9862 0.976 0.385 0.083
H -18.0282 -8.8303 29.6481 -0.354 -0.884 0.923
C -13.8988 -8.4336 24.7107 -0.415 -0.988 -0.039
C -12.4165 -8.4426 24.3775 0.294 -1.138 1.470
C -12.0063 -7.1800 23.6867 0.085 0.866 -2.284
C -12.0803 -5.9142 24.5371 1.069 0.324 -0.312
C -11.0521 -6.0495 25.6651 -1.985 -1.091 0.555
C -11.2945 -7.4256 26.4228 0.350 -0.828 0.239
N -11.4789 -8.5867 25.5347 0.394 0.821 -2.229
O -11.8138 -9.7260 26.2470 -0.706 -0.899 1.410
C -10.0852 -7.8113 27.2591 0.650 0.319 1.125
C -12.4451 -7.2587 27.3719 -1.872 0.338 0.268
C -12.1994 -9.6954 23.5827 1.569 -0.661 -1.850
H -14.1784 -7.3994 24.8250 -0.890 0.056 0.584
H -14.1421 -9.1592 25.5283 0.236 1.098 -0.227
H -14.4293 -8.8809 23.8506 0.050 0.582 0.174
H -11.0042 -7.2348 23.1302 -1.128 -0.170 1.116
H -12.7354 -7.0525 22.8732 0.080 -0.048 -0.104
H -13.0307 -5.7860 25.0510 -0.313 0.044 -0.418
H -11.9199 -5.0109 23.8635 -0.066 -0.999 1.019
H -11.2454 -5.2570 26.3852 0.190 0.043 0.269
H -10.0628 -5.9558 25.3348 1.540 -0.088 -0.623
H -9.6446 -6.8988 27.6525 -0.019 0.176 0.478
H -10.2824 -8.5082 28.1146 -0.148 0.662 -0.793
H -9.2848 -8.2421 26.6826 0.143 -0.326 -0.579
H -12.7905 -8.1833 27.8902 0.553 0.478 -0.526
H -12.0712 -6.5729 28.1254 -0.456 0.294 0.353
H -13.3573 -6.8353 26.8561 0.929 -0.205 0.680
H -12.4743 -10.6328 24.0843 0.069 0.503 0.200
H -11.1021 -9.6927 23.3766 -0.636 -0.518 -0.082
H -12.7242 -9.7457 22.6031 0.227 0.468 0.561
H -11.1566 -10.4376 26.1435 0.091 0.941 -0.366
C -16.8362 1.0416 31.4829 -0.232 -0.600 0.841
C -17.0341 0.6632 30.0352 -1.228 0.381 -1.631
C -17.5424 -0.7752 29.8090 -0.642 0.289 1.360
C -17.9264 -1.0764 28.3775 -3.737 0.281 1.246
C -19.1000 -0.0489 28.0524 1.073 -2.077 -1.566
C -18.6090 1.3432 28.1190 -0.223 2.452 -0.015
N -18.0819 1.5613 29.4838 -1.045 0.076 0.605
O -17.7249 2.9012 29.7401 0.137 0.171 -0.533
C -17.5168 1.7414 27.0556 -2.039 0.389 -0.671
C -19.9016 2.2486 27.8162 1.434 -0.356 0.841
C -15.7255 0.8717 29.3051 1.129 -2.246 0.557
H -17.7597 0.9915 32.1014 0.436 0.185 -0.653
H -16.3511 2.0154 31.6073 -0.242 -0.192 -0.076
H -16.1663 0.2838 31.8728 0.273 -0.122 0.395
H -16.8404 -1.5245 30.1150 0.944 -0.246 0.429
H -18.3978 -0.9262 30.5285 0.446 0.130 -0.922
H -18.4207 -2.0731 28.3924 0.869 0.433 -0.369
H -17.0911 -1.0252 27.7376 0.791 -0.066 -1.009
H -19.9039 -0.2278 28.7742 0.112 0.183 -0.059
H -19.5518 -0.1768 27.0207 0.511 -0.142 0.977
H -16.8592 0.9481 26.8264 0.809 -0.809 -0.154
H -18.0191 2.0073 26.1099 0.016 -0.226 0.171
H -16.9561 2.6451 27.2754 0.069 -0.013 0.484
H -20.7686 2.1243 28.4693 0.240 -0.651 0.059
H -19.5892 3.2538 28.0006 0.139 0.933 -0.286
H -20.1840 2.1056 26.7749 -0.016 0.038 0.033
H -15.0140 0.3754 30.0075 0.122 0.400 -0.833
H -15.4662 1.9004 29.2636 0.486 0.895 -0.259
H -15.6370 0.3732 28.3085 -0.094 0.577 0.936
H -16.8650 3.0853 29.3028 -0.516 -0.123 0.094
C -11.0973 -4.2547 33.0062 -1.873 -0.586 -1.153
C -12.5314 -4.6275 33.4929 0.184 -0.536 1.868
C -12.6242 -5.1228 34.9780 1.351 -0.124 1.085
C -12.3387 -3.9731 35.9391 -0.532 0.772 -1.431
C -13.4558 -2.9336 35.7865 1.156 -0.688 -0.532
C -13.4387 -2.4136 34.3373 -0.624 -0.384 0.088
N -13.5185 -3.5536 33.3732 -0.508 0.211 0.142
O -13.4773 -3.0533 32.0316 -0.161 0.319 0.553
C -14.6965 -1.5334 34.1977 0.916 0.396 -0.790
C -12.1908 -1.5916 34.1566 1.506 -0.039 -0.186
C -12.9768 -5.8331 32.7226 0.329 -0.722 -2.282
H -11.3733 -3.8520 32.0149 0.726 0.017 0.361
H -10.5224 -5.1544 32.8319 0.235 -0.201 0.154
H -10.5551 -3.5391 33.5697 0.416 0.470 0.506
H -13.6377 -5.5244 35.2751 1.047 -0.038 -0.818
H -11.7676 -5.8695 35.1653 -1.572 0.570 -0.520
H -11.4033 -3.5254 35.5971 0.047 0.003 0.427
H -12.2176 -4.2540 36.9484 0.102 -0.613 1.193
H -13.2748 -2.0931 36.4201 0.289 0.785 0.466
H -14.4003 -3.3183 36.1368 -0.587 -0.428 -0.333
H -14.7602 -0.9473 33.2684 0.542 0.025 0.279
H -15.5732 -2.1368 34.1391 -0.743 -0.664 0.476
H -14.6971 -0.8682 35.0624 -0.347 0.096 -0.140
H -11.2299 -1.9777 34.5276 -0.641 -0.410 0.237
H -11.9618 -1.4654 33.1214 -0.249 0.397 -0.914
H -12.2199 -0.6418 34.6325 -0.566 1.080 0.294
H -12.3236 -6.7035 32.9749 -0.654 0.559 -0.059
H -12.8730 -5.6876 31.6034 -0.118 -0.034 1.089
H -14.0298 -6.0459 32.9034 0.033 -0.150 0.171
H -14.3763 -3.2381 31.6960 0.323 -0.303 0.014
C -16.6442 -9.8616 27.2924 -0.353 -0.674 1.030
O -16.0049 -11.0554 26.8972 1.591 0.101 0.270
C -14.7508 -11.3749 27.5932 -0.991 -1.478 -0.971
C -14.8893 -12.8301 27.9931 0.187 0.127 1.338
O -15.9024 -12.8222 29.0086 0.187 0.692 -1.271
C -15.8558 -13.8199 29.9740 0.772 -0.799 -0.628
C -17.2572 -14.0099 30.4884 -0.502 -0.057 0.922
O -18.0805 -14.7961 29.6367 0.783 -0.605 0.068
C -19.3126 -15.2585 30.1552 -0.318 0.120 -0.171
H -16.1202 -8.9555 26.9612 -0.002 -0.050 0.077
H -16.7786 -9.9009 28.3950 0.362 0.379 -0.339
H -17.6640 -9.8922 26.9014 0.351 0.123 -0.277
H -14.5671 -10.8212 28.4975 -0.246 0.681 0.236
H -13.8759 -11.3397 26.9510 -0.017 0.688 -0.481
H -13.9271 -13.2788 28.3479 -0.448 0.651 0.216
H -15.1386 -13.4583 27.1513 -0.640 -0.139 -0.425
H -15.1320 -13.4917 30.7544 -0.561 -0.490 0.018
H -15.4717 -14.7204 29.4667 -0.133 -0.209 0.589
H -17.6434 -12.9946 30.5335 -0.412 0.293 0.206
H -17.2399 -14.4053 31.5219 -0.026 -0.100 -0.360
H -19.3051 -15.8586 31.0847 0.742 0.044 -0.280
H -19.7760 -15.8852 29.3608 0.266 0.607 0.534
H -19.9387 -14.4002 30.4038 -0.357 0.094 -0.227
C -19.9630 -5.3142 35.3825 -0.572 -0.736 1.864
O -18.6876 -5.8711 35.6889 0.077 0.923 0.242
C -17.6390 -4.9241 35.4854 -0.540 0.104 -1.824
C -17.1392 -5.0949 34.0269 -1.650 -0.506 -0.122
O -18.2552 -4.7692 33.1288 1.446 -0.709 0.628
C -18.4555 -3.4216 32.8316 1.268 0.906 -0.122
C -19.5332 -3.3832 31.7870 -0.099 -1.025 -0.445
O -18.9829 -3.7559 30.5100 -0.086 0.382 1.237
C -19.9522 -3.7696 29.5033 -0.189 -0.322 -0.437
H -20.6793 -5.7978 36.0913 0.401 0.354 -0.484
H -20.2992 -5.5298 34.3909 0.034 -0.017 -0.823
H -19.9901 -4.2372 35.5879 0.003 -0.113 -0.185
H -16.7972 -5.1299 36.1224 0.138 -0.124 0.701
H -18.0455 -3.8746 35.6435 0.739 -1.081 -0.027
H -16.9147 -6.1829 33.8021 -0.219 1.247 0.486
H -16.2592 -4.5023 33.8353 0.397 0.419 -0.333
H -17.5157 -2.9639 32.3347 -1.151 -0.505 0.887
H -18.7228 -2.8230 33.7627 0.155 -0.486 -1.085
H -19.9850 -2.4118 31.7983 -0.237 0.940 -0.503
H -20.3404 -4.1019 31.9970 0.133 0.028 0.342
H -19.4090 -3.9739 28.5997 0.257 0.042 -0.675
H -20.4499 -2.8068 29.4086 -0.228 0.262 -0.034
H -20.7199 -4.5555 29.5527 0.070 0.091 0.608
C -17.6343 -9.6403 24.2518 0.887 1.012 -1.015
O -18.7395 -9.3738 25.0261 -2.071 -1.122 1.323
C -19.5322 -8.2529 24.6862 0.038 -0.465 -0.020
C -18.7481 -7.0247 25.0565 -0.275 1.591 -0.797
O -18.0493 -6.5001 23.9180 0.087 -0.496 -0.228
C -17.1940 -5.4102 24.1858 0.806 -1.163 -0.697
C -17.9018 -4.1266 24.2293 -0.467 1.112 1.379
O -18.4913 -3.9504 25.5198 0.283 -0.639 0.859
C -19.3814 -2.8928 25.6816 -1.467 0.659 -0.872
H -17.9437 -9.6976 23.2254 -0.007 -0.351 -0.885
H -17.0569 -10.5148 24.5327 -0.557 -0.326 0.451
H -16.9401 -8.8080 24.2951 0.414 0.354 0.011
H -20.5483 -8.2965 25.1455 1.118 -0.221 0.819
H -19.9031 -8.2632 23.6539 0.958 0.153 -0.512
H -17.9799 -7.1802 25.8154 -0.334 -0.473 0.424
H -19.4448 -6.2594 25.3880 -0.013 0.230 0.383
H -16.4263 -5.3815 23.3775 -0.679 -0.071 0.243
H -16.5916 -5.5291 25.0972 -0.261 -0.165 0.197
H -18.7052 -4.0319 23.5278 -0.275 -0.117 -0.951
H -17.1481 -3.3781 24.0766 0.330 0.936 -0.251
H -20.0057 -2.7685 24.7783 0.387 0.089 -0.068
H -18.9376 -1.9184 25.9164 0.331 -0.234 -0.106
H -20.1755 -3.0731 26.4210 0.701 -0.475 0.372
C -14.0349 -2.9992 24.2600 -1.492 0.706 -2.074
O -14.1159 -3.3228 25.5844 -0.031 0.081 1.644
C -14.2279 -2.2072 26.5012 -1.168 -1.446 0.002
C -13.4963 -2.5225 27.7750 -0.700 0.086 -0.751
O -12.1633 -2.1307 27.6280 -0.328 0.195 -0.114
C -11.3547 -2.5128 28.6983 1.162 -2.481 -0.808
C -11.5856 -1.7766 29.9471 2.712 -0.164 2.158
O -10.9168 -0.4817 29.9045 -0.825 -0.612 -0.137
C -11.6330 0.4994 30.6389 -0.263 -0.936 0.313
H -14.1735 -3.8939 23.6321 -0.087 0.019 0.455
H -13.0750 -2.6078 23.9501 0.422 0.509 0.135
H -14.8661 -2.2783 23.9299 1.044 -0.658 0.421
H -15.3050 -2.0392 26.7528 0.538 -0.221 -0.401
H -13.8448 -1.3158 26.0767 0.519 0.955 -0.582
H -13.5917 -3.5816 27.9595 0.210 -0.653 0.122
H -14.0870 -2.0476 28.5562 0.449 0.496 0.607
H -10.3237 -2.4228 28.3417 -0.029 0.468 0.194
H -11.4029 -3.6611 28.8787 -0.504 1.544 -0.084
H -11.0900 -2.4541 30.7912 -1.218 1.696 -1.409
H -12.6267 -1.6407 30.1272 -0.784 -0.008 0.457
H -11.2107 1.4746 30.4710 0.056 0.327 -0.492
H -11.5526 0.3201 31.7063 0.102 -0.155 0.430
H -12.7114 0.4375 30.4210 0.256 0.393 -0.231
C -24.9092 -4.0175 34.2357 -0.903 1.173 0.051
O -24.2465 -3.2758 33.2175 -0.034 -0.543 -0.284
C -23.9363 -4.0554 32.0485 1.276 0.331 1.890
C -23.3231 -3.1802 30.9867 -2.123 -1.746 -2.138
O -23.2270 -4.1372 29.8484 0.398 0.709 0.510
C -24.1782 -3.8652 28.8110 0.830 1.203 0.557
C -24.0265 -4.9444 27.7623 -0.824 -0.069 0.637
O -22.8709 -4.6130 27.0761 1.023 -0.667 -1.085
C -22.4048 -5.6942 26.2726 0.499 0.237 1.027
H -25.9019 -4.4741 33.9386 1.000 0.478 -0.099
H -25.1153 -3.2710 35.0368 0.104 -0.648 -0.473
H -24.2739 -4.7870 34.6298 0.400 -0.591 0.234
H -24.8470 -4.5714 31.7944 -0.279 -0.203 -0.860
H -23.1301 -4.8036 32.2488 -0.683 0.064 0.313
H -22.3751 -2.7397 31.2125 0.563 0.031 0.195
H -24.0288 -2.4379 30.6461 0.016 0.699 0.270
H -24.0364 -2.7629 28.5524 -0.109 -1.730 -0.564
H -25.1638 -3.9397 29.1904 -1.362 -0.125 0.726
H -24.9105 -5.0275 27.0612 0.651 0.255 0.640
H -23.9849 -5.9338 28.3424 0.293 1.042 -0.820
H -21.5288 -5.3969 25.6907 0.000 0.159 0.359
H -23.1519 -6.0006 25.5770 -0.826 -0.370 -0.610
H -22.1697 -6.5238 26.9580 0.163 -0.040 -0.414
C -16.1863 -5.1534 30.4549 0.200 0.167 1.832
O -15.5402 -4.1423 30.7814 -0.799 -0.934 -0.971
N -16.5917 -5.5087 29.2477 1.193 0.966 -0.230
C -17.4491 -6.6106 28.9777 -0.150 0.012 -0.149
C -16.2202 -4.6901 28.1330 -0.302 -0.961 -1.795
H -16.4959 -5.8945 31.2216 0.016 0.314 -0.080
H -16.9372 -7.4007 28.3827 -0.212 0.272 0.549
H -18.2019 -6.1577 28.3170 -0.506 -0.693 0.370
H -17.8393 -6.9412 29.9553 -0.242 -0.170 -0.737
H -17.1002 -4.6220 27.4203 1.092 0.333 0.751
H -15.8455 -3.7650 28.4846 -0.177 1.161 0.344
H -15.3540 -5.1296 27.5955 -0.502 -0.085 -0.021
C -23.9569 -0.4737 27.8153 -1.305 1.411 -0.990
O -23.2024 -0.6506 28.7507 0.027 -0.367 -0.325
N -23.7401 -0.7056 26.4874 0.418 -1.138 0.132
C -24.6581 -0.3899 25.3905 0.258 -1.038 0.537
C -22.5890 -1.5389 26.1362 -0.304 0.021 1.294
H -24.9616 0.0167 27.9361 0.438 -0.236 0.197
H -25.6351 -0.2068 25.7733 -0.989 -0.309 0.396
H -24.6639 -1.2053 24.6264 -0.047 0.598 0.757
H -24.4213 0.5331 24.9285 0.780 0.879 -0.731
H -22.8683 -2.5873 25.9241 -0.030 0.632 -0.445
H -22.0470 -1.0121 25.3704 0.534 -0.264 -0.461
H -22.0307 -1.6103 27.0776 0.385 0.125 -0.425
```
Positions in Å, forces in eV/Å.

Summary:
E_LUMO = 0.34 eV
spin multiplicity = 1
HOMO level = -0.303 hartree
DFT total energy = -142357.8312 eV
SMILES = CC1(C)CCCC(C)(C)N1O.CC1(C)CCCC(C)(C)N1O.CC1(C)CCCC(C)(C)N1O.CC1(C)CCCC(C)(C)N1O.CC1(C)CCCC(C)(C)N1O.COCCOCCOC.COCCOCCOC.COCCOCCOC.COCCOCCOC.COCCOCCOC.CN(C)C=O.CN(C)C=O
molar mass = 1603.3 Da
charge = 0